(1)
# C19H39ClGaO9

C19H39ClGaO9 as an isolated structure (ωB97M-V/def2-TZVPD, the Open Molecules 2025 dataset).

frontier orbital gap = 6.9 eV
maximum force = 2.58 eV/Å
charge = -1

Each line ends with the Mulliken charge.
Atoms and positions in Å:
Ga -0.877 1.150 -0.380  -0.038
Cl 0.244 -0.058 3.190  -0.314
O 2.489 -5.142 1.122  -0.314
O 1.027 -3.877 0.097  -0.652
O -0.358 7.902 -0.156  -0.547
O 3.143 -9.051 -4.306  -0.582
O -1.414 4.116 -0.090  -0.641
O -1.830 9.327 0.627  -0.378
O -1.907 -1.100 2.107  -0.614
O 2.379 -8.096 -2.487  -0.375
O -2.490 1.449 -2.805  -0.403
C 2.819 -6.075 3.349  -0.996
C 2.202 -6.938 -1.650  -0.222
C -2.474 6.952 0.366  -0.487
C -0.088 3.926 1.855  -1.432
C -1.477 8.077 0.230  0.660
C -0.803 -0.699 1.801  0.375
C -1.192 0.964 -2.412  -0.560
C -3.437 0.434 -2.766  -0.724
C 3.440 -5.372 2.160  -0.421
C 2.996 -6.684 -4.406  -0.863
C -0.223 -0.642 0.479  -0.590
C 1.552 -3.194 2.319  -0.338
C 1.673 -4.060 1.090  0.735
C -3.172 9.692 0.928  -0.396
C 2.871 -8.032 -3.730  0.698
C 0.563 2.630 -0.169  -0.922
C -0.069 3.938 0.339  0.433
C 0.885 -6.240 -1.897  -0.563
C -3.540 9.363 2.361  -0.931
H 3.935 -4.442 2.443  0.385
H 0.058 -6.940 -1.761  0.298
H 0.501 4.795 -0.020  0.238
H -3.511 7.275 0.281  0.351
H -1.016 -0.052 -2.777  0.411
H -0.620 -1.504 -0.031  0.432
H -2.297 6.231 -0.420  0.042
H -3.218 10.770 0.775  0.302
H 4.203 -6.009 1.714  0.348
H -4.551 9.707 2.585  0.338
H -3.482 -0.044 -1.788  0.263
H 0.819 -5.857 -2.917  0.259
H -0.460 4.882 2.211  0.367
H 3.164 -5.857 -3.721  0.310
H 2.230 -7.319 -0.632  0.203
H 0.711 -3.544 2.918  0.290
H 1.025 2.840 -1.133  0.403
H 3.051 -6.261 -1.752  0.304
H 1.366 -2.165 2.021  -0.437
H -3.282 -0.307 -3.553  0.297
H -3.490 8.292 2.550  0.270
H 2.091 -6.496 -4.981  0.238
H -3.865 9.244 0.214  0.383
H -2.252 1.507 0.356  -0.342
H 0.770 -5.400 -1.200  0.091
H 2.358 -7.011 3.033  0.296
H -0.477 1.589 -2.941  0.283
H -4.406 0.893 -2.939  0.247
H 2.040 -5.468 3.810  0.276
H 3.844 -6.723 -5.085  0.296
H -2.844 9.847 3.047  0.287
H -2.324 6.455 1.322  0.129
H -0.712 3.105 2.180  0.247
H 3.577 -6.293 4.102  0.373
H 0.856 -0.673 0.553  0.446
H 1.322 2.296 0.527  0.504
H 2.452 -3.183 2.930  0.303
H 0.929 3.766 2.186  0.389
H -1.481 3.970 -1.034  0.279

(2)
# C19H39F3O14

A 8-piece molecular cluster, C19H39F3O14 overall (ωB97M-V/def2-TZVPD, the Open Molecules 2025 dataset).

frontier orbital gap = 10.0 eV
maximum force = 3.78 eV/Å
structure (SMILES) = O=C1OC[C@@H](F)O1.O=C1OC[C@@H](F)O1.O=C1OC[C@@H](F)O1.CCO.CCO.CCO.CCO.CCO

Each line ends with the Mulliken charge.
Atoms and positions in Å:
F 14.433 6.415 13.694  -0.335
F 7.142 15.324 12.784  -0.324
F 9.086 6.661 9.078  -0.349
O 13.809 11.872 12.395  -0.639
O 9.305 14.653 12.927  -0.235
O 9.809 16.368 11.555  -0.366
O 13.302 8.869 15.376  -0.400
O 8.693 10.468 14.262  -0.336
O 7.511 6.291 11.450  -0.382
O 11.370 7.812 15.778  -0.540
O 10.207 14.265 10.883  -0.437
O 15.134 9.821 11.270  -0.538
O 11.473 10.710 12.773  -0.028
O 10.642 9.482 8.689  -0.174
O 7.110 7.483 9.730  -0.428
O 5.379 6.321 10.706  -0.520
O 12.481 7.543 13.842  -0.314
C 14.583 8.282 9.449  -1.141
C 8.851 16.893 12.465  -0.431
C 10.904 10.654 11.362  0.754
C 8.403 15.636 13.200  0.349
C 13.800 7.585 13.486  1.063
C 9.497 11.000 11.303  -1.033
C 13.423 13.156 11.844  0.205
C 8.114 9.528 16.492  -1.220
C 8.606 7.149 11.320  -0.003
C 8.500 7.592 9.858  0.648
C 9.828 15.043 11.687  0.615
C 10.397 10.030 7.417  -0.215
C 6.527 6.616 10.590  0.620
C 14.884 9.705 9.884  -0.012
C 10.421 9.005 6.326  -1.354
C 14.634 13.981 11.639  -1.530
C 12.259 8.099 15.063  0.703
C 8.941 10.557 15.689  -0.150
C 14.287 8.717 14.365  -0.016
H 15.408 13.662 10.909  0.301
H 8.588 7.993 12.067  -0.096
H 11.523 11.409 10.889  -0.327
H 14.331 14.957 11.279  0.393
H 13.093 11.403 12.815  0.291
H 15.409 7.681 9.661  0.370
H 15.732 10.183 9.370  0.365
H 12.817 13.025 10.958  0.266
H 9.415 17.506 13.152  0.299
H 15.127 14.002 12.560  0.409
H 8.867 10.157 11.657  0.021
H 9.311 11.880 11.964  0.220
H 9.764 8.185 6.528  0.365
H 12.801 13.587 12.626  0.168
H 8.788 8.529 9.455  0.247
H 13.724 7.958 9.999  0.136
H 8.289 15.741 14.259  0.251
H 14.025 10.317 9.679  0.085
H 13.867 7.807 12.391  -0.352
H 9.147 11.290 10.330  0.357
H 11.402 8.656 6.059  0.362
H 15.275 8.619 14.766  0.350
H 9.463 6.571 11.641  0.296
H 8.569 11.538 16.085  0.274
H 8.622 8.567 16.356  0.263
H 11.179 9.608 11.152  0.008
H 9.985 10.436 15.868  0.212
H 8.171 9.902 17.468  0.428
H 14.551 10.518 11.631  0.463
H 11.231 10.787 7.294  0.237
H 8.067 17.425 11.944  0.273
H 9.994 9.585 5.497  0.393
H 10.920 8.529 8.563  0.219
H 9.357 10.464 7.403  0.243
H 14.437 8.334 8.372  0.392
H 14.170 9.683 13.908  -0.147
H 7.867 10.894 13.983  0.240
H 10.731 10.563 13.368  -0.110
H 7.095 9.454 16.141  0.328

LUMO level in eV, matching the order above: 2.2; 0.2
HOMO in hartree, matching the order above: -0.173; -0.358
E in eV, matching the order above: -103661.9874; -57150.8945